Entry 1:
22
Properties=species:S:1:pos:R:3:forces:R:3:nbo_charge:R:1 method="wB97M-V/def2-TZVPD" charge=0 s2=0.753 e_lumo_ha="-0.006 / -0.019" multiplicity=2 relative_energy_kcal_mol=51.2
O 1.578742 -0.612622 -0.796812 -0.5 0.4 -0.6 -0.59
C 1.443137 0.120394 0.383351 0.8 -1.5 1.6 0.97
C 2.797873 -0.257649 -1.460179 0.1 0.1 -0.2 -0.10
O 0.951077 -0.488772 1.342900 2.4 1.5 0.0 -0.77
O 2.547161 0.885303 0.535938 -0.6 0.4 -0.1 -0.48
C 3.242802 0.996015 -0.707087 -0.1 0.2 -0.2 -0.10
H 2.598240 -0.073059 -2.521405 0.1 0.0 0.2 0.20
H 3.502370 -1.092386 -1.354664 -0.2 0.2 0.0 0.19
H 2.932730 1.919403 -1.211514 0.1 -0.2 0.1 0.20
H 4.317339 1.019516 -0.503408 -0.3 0.0 0.0 0.21
Li -0.291507 -0.739275 -1.691060 0.0 0.4 0.2 0.92
O -0.327266 1.281124 -1.361613 -0.4 0.0 -0.7 -0.81
O -1.702169 1.082376 0.379559 -0.1 0.4 0.2 -0.59
C -2.750770 0.671925 -0.514995 -0.3 0.0 -0.6 -0.13
C -2.850218 -0.857958 -0.509933 -1.6 0.5 -0.2 -0.11
O -1.599273 -1.442702 -0.631189 -0.4 -0.5 -2.7 -1.06
C -0.449335 1.321943 -0.136714 1.3 -0.5 -0.8 0.47
H -3.679406 1.142752 -0.168889 0.2 -0.1 -0.1 0.20
H -2.528900 0.994901 -1.541738 0.0 0.2 0.4 0.20
H -3.545681 -1.145495 -1.325269 0.3 0.0 0.1 0.17
H -3.356638 -1.162875 0.433560 0.1 0.0 -0.4 0.16
Hg -1.005980 -1.256165 1.306453 -0.7 -1.5 3.6 0.87



Entry 2:
17
Properties=species:S:1:pos:R:3:forces:R:3:nbo_charge:R:1 method="wB97M-V/def2-TZVPD" smiles="C=CN=C=O.C/C=C/I" charge=0 e_lumo_ha=0.022 relative_energy_kcal_mol=25.1
C -2.014771 -0.503023 1.622242 -0.3 -2.2 -0.8 -0.05
C 0.441573 -1.101485 1.694865 -3.0 0.4 0.2 0.89
C -2.635677 0.399404 2.333085 -3.5 1.5 1.8 -0.39
C 1.110260 1.375965 0.203278 -0.4 -0.8 -0.4 -0.40
C 2.314039 0.890517 -0.022581 -0.8 0.5 -0.5 -0.18
C 2.443150 -0.224784 -0.982229 0.9 -2.2 1.0 -0.67
N -0.673950 -0.648991 1.849491 4.0 -0.8 -0.6 -0.56
O 1.512835 -1.566170 1.613496 0.0 0.1 0.4 -0.53
I 0.668279 2.619065 1.770443 -0.1 0.5 0.2 0.15
H -2.453319 -1.322607 0.959904 0.3 1.4 1.1 0.21
H -3.780780 0.395988 2.556069 2.2 0.0 -1.2 0.21
H -2.113475 1.174435 2.917573 0.0 -0.8 -0.3 0.22
H 0.297880 0.873774 -0.333159 -0.2 0.8 0.3 0.21
H 3.113747 1.244452 0.572753 1.0 0.1 0.3 0.21
H 2.051153 -1.118962 -0.387354 1.0 0.8 -1.2 0.24
H 3.453262 -0.425708 -1.361100 0.0 0.0 0.6 0.22
H 1.888400 -0.201052 -1.881730 -1.1 0.6 -0.8 0.22



Entry 3:
22
Properties=species:S:1:pos:R:3:forces:R:3:nbo_charge:R:1 method="wB97M-V/def2-TZVPD" smiles="O=CCNC(=O)OI.O=C1OCCO1" charge=0 e_lumo_ha=-0.072
O -0.528349 0.119604 0.011901 1.4 2.9 -7.8 -0.54
C -0.361573 0.559793 -1.256640 -2.1 -3.0 5.7 0.38
C -1.378298 -0.123315 -2.380697 0.3 -0.5 0.4 -0.32
N -2.382027 0.886167 -2.941968 -1.0 0.2 2.0 -0.68
C -3.460234 1.161351 -1.885095 0.4 3.7 5.6 0.87
O -3.239604 1.925620 -0.782509 -1.2 -4.9 -7.5 -0.54
O -4.828242 0.645357 -2.048896 3.7 0.3 0.1 -0.69
I -5.046585 -1.200387 -1.227815 0.1 0.7 -0.3 0.48
H 0.420528 1.398044 -1.491475 -1.5 -1.5 0.3 0.17
H -2.021516 -0.953118 -1.843939 1.6 1.7 -0.9 0.24
H -0.784600 -0.667494 -3.256770 -1.2 1.5 1.8 0.24
H -1.923647 1.805140 -3.157517 -0.6 -1.1 0.5 0.40
C 1.587018 -0.542812 2.347617 -1.3 0.3 0.1 -0.12
C 2.708121 0.373451 1.978047 -0.1 1.0 -0.3 -0.10
O 3.860896 -0.350705 2.363822 0.0 -0.9 0.1 -0.49
C 3.514446 -1.671112 2.376253 1.5 -2.0 0.3 0.96
O 4.306991 -2.589968 2.499794 -1.7 2.1 -0.3 -0.58
O 2.166254 -1.828869 2.231461 1.1 -0.1 0.0 -0.48
H 0.728847 -0.442214 1.677496 0.2 -0.2 0.2 0.24
H 1.251590 -0.398157 3.379918 0.1 0.0 0.0 0.18
H 2.754331 0.564244 0.900661 0.0 0.0 0.1 0.18
H 2.655652 1.329381 2.506350 0.2 -0.2 -0.1 0.20



Entry 4:
22
Properties=species:S:1:pos:R:3:forces:R:3:mulliken_charge:R:1 method="wB97M-V/def2-TZVPD" charge=+2 e_lumo_ha=-0.284 relative_energy_kcal_mol=31.7
O -1.444064 0.093081 0.691418 -0.6 0.2 -0.4 -0.22
C -2.046446 -0.792107 -0.138981 -2.2 -0.5 -0.2 0.76
C -2.151005 1.365523 0.669698 -0.3 0.9 0.1 -0.28
O -1.770125 -1.964806 -0.147005 1.0 0.2 0.0 -0.68
O -3.056262 -0.242119 -0.752332 0.6 -0.4 0.0 -0.27
C -3.107201 1.178422 -0.506059 -0.2 0.5 -0.3 -0.40
H -1.418634 2.162436 0.510597 -0.1 -0.1 0.0 0.37
H -2.650656 1.475977 1.636662 0.0 0.0 -0.2 0.32
H -2.765703 1.686584 -1.414174 -0.1 -0.1 0.2 0.33
H -4.138659 1.452626 -0.271832 0.2 -0.1 -0.1 0.32
La 0.627376 -0.105071 1.733186 -0.6 0.8 6.4 1.46
O 1.167018 1.538751 0.660894 1.1 1.6 0.3 -0.27
O 2.336202 0.805354 -1.063593 -0.5 0.3 0.7 -0.14
C 3.027514 -0.176923 -0.264945 0.1 0.1 0.0 -0.85
C 2.358868 -1.543674 -0.234309 1.8 -0.7 -1.6 -0.05
O 1.174580 -1.605802 0.515080 0.3 -2.9 -1.8 -0.68
C 1.452984 1.704273 -0.567710 0.3 0.4 -3.1 -0.11
H 4.010595 -0.285948 -0.739946 -0.2 0.0 0.3 0.38
H 3.184827 0.205055 0.755468 0.3 0.1 0.0 0.43
H 3.104376 -2.251221 0.171671 -0.3 0.2 0.0 0.35
H 2.176178 -1.851809 -1.280465 0.0 0.1 0.4 0.32
Li -0.071760 -2.848592 0.036671 -0.5 -0.6 -0.5 0.92



Entry 5:
22
Properties=species:S:1:pos:R:3:forces:R:3:nbo_charge:R:1 method="wB97M-V/def2-TZVPD" charge=0 e_lumo_ha=0.002 relative_energy_kcal_mol=36.2
O 2.653453 -0.029237 -0.836427 1.4 0.0 -0.8 -0.51
C 1.815625 -0.868660 -0.209999 -0.1 0.4 1.8 0.98
C 2.959496 1.145604 -0.080776 -1.7 -2.6 0.6 -0.10
O 1.636086 -1.988672 -0.692171 -0.5 -0.4 -0.4 -0.80
O 1.338844 -0.405300 0.880865 -0.4 -0.7 -0.3 -0.85
C 1.637897 1.861634 0.161215 -1.0 4.8 -1.5 -0.01
H 3.621316 1.764518 -0.696414 -0.4 0.1 0.1 0.22
H 3.412888 0.876325 0.880079 0.1 0.0 -0.3 0.19
H 1.486863 2.439591 -0.762032 0.0 0.0 0.3 0.19
H 1.827043 2.584796 0.965556 -0.6 -0.3 -0.1 0.20
O -1.828233 0.651708 0.174605 0.4 0.4 0.6 -0.59
C -0.882593 1.337830 -0.512623 0.3 -1.1 -1.3 0.41
C -2.643138 -0.287366 -0.537598 -0.3 0.1 -0.6 -0.10
O -0.094895 1.831086 0.371191 2.3 -1.0 2.0 -0.59
O -1.393061 -1.977214 0.631574 0.4 -0.2 -0.1 -1.10
C -2.666283 -1.574667 0.282656 -0.4 0.1 0.2 -0.07
H -2.190694 -0.449179 -1.526295 -0.1 0.1 0.3 0.19
H -3.651493 0.134895 -0.656108 0.2 -0.1 0.0 0.18
H -3.226475 -2.323783 -0.313316 0.2 0.1 0.1 0.15
H -3.276750 -1.395401 1.193493 0.0 0.0 -0.3 0.14
Li -0.518452 -0.547483 1.433388 0.2 0.1 -0.4 0.90
Li -0.017447 -2.781030 -0.150859 0.2 0.3 0.0 0.95



Entry 6:
19
Properties=species:S:1:pos:R:3:forces:R:3:nbo_charge:R:1 method="wB97M-V/def2-TZVPD" charge=-1 s2=0.784 e_lumo_ha="0.024 / 0.022" multiplicity=2 relative_energy_kcal_mol=4.0
C 3.698370 -0.278397 0.664066 1.3 1.5 1.4 -0.64
C 3.826131 1.001121 0.141752 -1.2 -1.8 -1.5 0.21
O 2.836027 1.805584 -0.121180 0.4 0.9 0.8 -0.94
H 3.097896 -0.385741 1.577912 -0.5 -0.5 -1.0 0.17
H 4.544522 -0.966556 0.579470 0.1 0.3 0.2 0.15
H 4.781601 1.224496 -0.377601 -0.1 0.1 -0.1 0.07
O 0.910326 -0.852566 -0.193599 -1.5 -0.1 0.3 -0.97
Na 0.708254 1.342616 -0.496154 0.9 -1.0 0.2 0.93
C 0.091349 -1.445337 0.775042 1.0 0.3 -0.7 -0.09
C -1.262569 -1.805919 0.225303 -0.6 0.9 -0.2 -0.18
C -2.332635 -0.906755 0.261177 0.5 -0.6 -0.1 -0.37
C -3.527431 -1.009971 -0.459425 1.2 -1.0 -0.3 0.13
O -4.644555 -0.459484 -0.092711 -1.7 2.1 0.4 -1.03
Li -5.349903 1.033465 0.472905 0.5 -1.2 -0.3 0.94
H -0.040603 -0.762854 1.646997 -0.2 -0.1 0.1 0.09
H 0.579495 -2.356671 1.184668 -0.1 0.0 0.0 0.11
H -1.339007 -2.681765 -0.431353 0.1 0.3 0.2 0.17
H -2.261464 -0.040287 0.936454 0.0 -0.3 0.1 0.15
H -3.554586 -1.693965 -1.327727 -0.1 0.1 0.4 0.11



Entry 7:
15
Properties=species:S:1:pos:R:3:forces:R:3:nbo_charge:R:1 method="wB97M-V/def2-TZVPD" charge=+1 e_lumo_ha=-0.250 relative_energy_kcal_mol=136.4
C -1.748320 0.443990 -0.154253 -0.5 -1.6 0.8 -0.11
C -1.142778 1.635094 0.470820 -1.7 -2.2 -0.7 -0.64
C -2.314555 -0.614431 -0.345744 0.9 2.1 -0.4 -0.06
C 0.255545 1.653144 0.640037 1.0 1.6 0.6 0.45
C -0.342037 -4.137543 -0.729392 0.7 1.5 0.6 0.11
C 1.224986 0.703435 0.262867 -1.4 -0.5 -0.6 -0.77
N -0.307579 -3.150029 -0.131515 -0.3 -1.1 -0.5 -0.36
H -1.487416 2.459719 -0.128234 0.1 1.3 -0.1 0.35
H -1.620059 1.788800 1.458278 0.2 0.3 0.0 0.35
H -2.840672 -1.420174 -0.782370 -0.1 -0.5 0.1 0.26
H 0.634581 2.566358 1.091078 0.0 0.1 0.2 0.22
H -0.140715 -4.969646 -1.360515 -0.3 -0.4 0.0 0.25
H 2.000283 1.179595 -0.285646 0.9 0.7 -0.7 0.32
H 0.765783 -0.099821 -0.248265 -0.2 -1.1 -0.7 0.28
H 1.761568 0.336490 1.098768 0.7 -0.4 1.4 0.34



Entry 8:
15
Properties=species:S:1:pos:R:3:forces:R:3:nbo_charge:R:1 method="wB97M-V/def2-TZVPD" smiles="C1=C[C@@H]2C=[N+]2CC1" charge=+1 e_lumo_ha="-0.200 / -0.200" relative_energy_kcal_mol=116.2
C 1.488195 0.418212 0.774562 -0.8 0.0 0.4 0.26
C -1.340481 0.145763 0.168928 0.7 2.5 0.8 -0.48
C -0.689814 -1.147652 0.228573 1.9 -3.6 -0.4 -0.09
C -0.480180 1.417206 -0.365960 -0.9 -3.0 -1.4 -0.24
C 0.546231 -1.409379 -0.358282 -3.5 2.2 1.8 -0.24
C 1.451850 -0.312477 -0.519244 1.1 0.3 0.3 -0.08
N 0.897924 1.009310 -0.202233 0.5 -0.1 0.6 -0.21
H -2.014327 -0.073134 -0.614512 -1.7 0.4 -0.6 0.28
H -1.764567 0.396176 1.165843 -0.4 -0.1 -1.0 0.25
H 1.369027 0.279834 1.887592 0.3 0.5 -1.3 0.28
H -1.333699 -2.067578 0.624888 1.5 2.2 -0.9 0.27
H -0.731573 1.793467 -1.373419 0.6 -1.2 -0.1 0.25
H -0.675503 2.272171 0.133814 -0.5 2.5 2.6 0.24
H 0.940205 -2.341293 -0.445345 0.8 -2.7 -0.3 0.25
H 2.336714 -0.380625 -1.105203 0.4 0.2 -0.6 0.25



Repeat the first record exactly.
22
Properties=species:S:1:pos:R:3:forces:R:3:nbo_charge:R:1 method="wB97M-V/def2-TZVPD" charge=0 s2=0.753 e_lumo_ha="-0.006 / -0.019" multiplicity=2 relative_energy_kcal_mol=51.2
O 1.578742 -0.612622 -0.796812 -0.5 0.4 -0.6 -0.59
C 1.443137 0.120394 0.383351 0.8 -1.5 1.6 0.97
C 2.797873 -0.257649 -1.460179 0.1 0.1 -0.2 -0.10
O 0.951077 -0.488772 1.342900 2.4 1.5 0.0 -0.77
O 2.547161 0.885303 0.535938 -0.6 0.4 -0.1 -0.48
C 3.242802 0.996015 -0.707087 -0.1 0.2 -0.2 -0.10
H 2.598240 -0.073059 -2.521405 0.1 0.0 0.2 0.20
H 3.502370 -1.092386 -1.354664 -0.2 0.2 0.0 0.19
H 2.932730 1.919403 -1.211514 0.1 -0.2 0.1 0.20
H 4.317339 1.019516 -0.503408 -0.3 0.0 0.0 0.21
Li -0.291507 -0.739275 -1.691060 0.0 0.4 0.2 0.92
O -0.327266 1.281124 -1.361613 -0.4 0.0 -0.7 -0.81
O -1.702169 1.082376 0.379559 -0.1 0.4 0.2 -0.59
C -2.750770 0.671925 -0.514995 -0.3 0.0 -0.6 -0.13
C -2.850218 -0.857958 -0.509933 -1.6 0.5 -0.2 -0.11
O -1.599273 -1.442702 -0.631189 -0.4 -0.5 -2.7 -1.06
C -0.449335 1.321943 -0.136714 1.3 -0.5 -0.8 0.47
H -3.679406 1.142752 -0.168889 0.2 -0.1 -0.1 0.20
H -2.528900 0.994901 -1.541738 0.0 0.2 0.4 0.20
H -3.545681 -1.145495 -1.325269 0.3 0.0 0.1 0.17
H -3.356638 -1.162875 0.433560 0.1 0.0 -0.4 0.16
Hg -1.005980 -1.256165 1.306453 -0.7 -1.5 3.6 0.87